Record 1
A molecular structure, C38H32NO2P2PdSSe. Source: OMol25; level of theory: wB97M-V/def2-TZVPD.

LUMO (alpha / beta) in eV: -3.72 / -3.73
Frontier orbital gap (alpha / beta) in eV: 6.8 / 6.7
HOMO energy (alpha / beta) in eV: -10.475 / -10.475
Electronic energy in Ha: -5282.62254
Energy above the lowest of the compared OMol25 structures with the same formula, charge and spin in eV: 0.848
F_max in eV/A: 0.33

ORCA input file:
```
! RIJCOSX wB97M-V def2-TZVPD def2/J DEFGRID3
* xyz 1 1
Pd -0.045 -1.521 1.378
O -1.048 -2.325 -0.356
P -2.352 -1.910 -0.995
C -2.198 -0.371 -1.945
P -2.080 1.143 -0.928
O -1.387 0.895 0.367
C -3.765 1.719 -0.699
C -4.656 1.892 -1.758
C -5.949 2.320 -1.508
C -6.352 2.582 -0.203
C -5.466 2.417 0.850
C -4.170 1.984 0.604
C -1.241 2.320 -2.000
C -1.742 3.602 -2.208
C -1.025 4.513 -2.972
C 0.193 4.149 -3.526
C 0.704 2.875 -3.313
C -0.009 1.965 -2.552
C -3.673 -1.666 0.194
C -4.942 -1.281 -0.239
C -5.945 -1.044 0.684
C -5.685 -1.188 2.042
C -4.428 -1.582 2.477
C -3.424 -1.827 1.552
C -2.907 -3.143 -2.171
C -3.822 -4.117 -1.777
C -4.199 -5.113 -2.664
C -3.665 -5.141 -3.944
C -2.748 -4.177 -4.340
C -2.367 -3.181 -3.457
H -3.033 -0.277 -2.643
H -1.286 -0.470 -2.540
H -4.343 1.706 -2.780
H -6.641 2.458 -2.329
H -7.363 2.920 -0.011
H -5.783 2.625 1.864
H -3.462 1.845 1.411
H -2.690 3.894 -1.775
H -1.420 5.507 -3.133
H 0.748 4.860 -4.123
H 1.657 2.592 -3.740
H 0.406 0.977 -2.381
H -5.151 -1.172 -1.297
H -6.928 -0.745 0.347
H -6.469 -1.000 2.763
H -4.232 -1.709 3.534
H -2.452 -2.172 1.894
H -4.244 -4.097 -0.780
H -4.910 -5.867 -2.354
H -3.963 -5.917 -4.636
H -2.329 -4.202 -5.338
H -1.643 -2.439 -3.775
S 3.236 1.068 -0.280
C 1.903 0.553 0.654
N 1.512 -0.665 0.438
C 2.278 -1.302 -0.535
C 2.110 -2.607 -0.997
C 2.972 -3.062 -1.971
C 3.986 -2.242 -2.486
C 4.156 -0.950 -2.037
C 3.286 -0.486 -1.051
H 1.412 1.198 1.368
H 1.318 -3.227 -0.599
H 2.866 -4.071 -2.344
H 4.649 -2.632 -3.246
H 4.942 -0.320 -2.430
Se 1.014 -1.483 3.433
C 0.744 0.300 4.048
C 1.853 1.017 4.492
C 1.694 2.298 5.002
C 0.431 2.871 5.058
C -0.674 2.159 4.611
C -0.523 0.875 4.112
H 2.837 0.569 4.440
H 2.556 2.847 5.355
H 0.306 3.868 5.459
H -1.659 2.603 4.673
H -1.387 0.311 3.783
*
```

Record 2
C2H4OS2 in the gas phase at a distorted geometry. Source: OMol25; level of theory: wB97M-V/def2-TZVPD.

SMILES string: OCC(=S)S
LUMO in eV: -0.25
Frontier orbital gap in eV: 8.4
HOMO energy in eV: -8.684
Electronic energy in Ha: -950.17669
Energy above the lowest of the compared OMol25 structures with the same formula, charge and spin in eV: 0.871
F_max in eV/A: 2.58

ORCA input file:
```
! RIJCOSX wB97M-V def2-TZVPD def2/J DEFGRID3
* xyz 0 1
O -1.560 -0.133 -0.137
C -0.357 -0.784 -0.142
C 0.779 0.252 -0.227
S 2.337 -0.048 -0.103
S 0.145 1.889 -0.153
H -2.180 -0.731 0.303
H -0.245 -1.249 0.835
H -0.169 -1.540 -0.866
H 1.249 2.344 0.490
*
```

Record 3
A molecular structure, C3HO3Rb at a distorted geometry. Source: OMol25; level of theory: wB97M-V/def2-TZVPD.

LUMO in eV: -1.74
Frontier orbital gap in eV: 3.3
HOMO energy in eV: -5.047
Electronic energy in Ha: -364.49031
Energy above the lowest of the compared OMol25 structures with the same formula, charge and spin in eV: 3.581
F_max in eV/A: 1.91

ORCA input file:
```
! RIJCOSX wB97M-V def2-TZVPD def2/J DEFGRID3
* xyz 0 1
H -1.350 0.282 1.798
O 0.920 0.027 -1.147
C 0.018 0.115 -0.239
C -1.319 0.144 -0.365
O -2.447 0.422 -0.605
O 0.425 -0.182 1.102
Rb 4.243 -0.402 -2.550
C -0.491 -0.406 2.005
*
```

Record 4
A molecular structure, C26H35O2W at a distorted geometry. Source: OMol25; level of theory: wB97M-V/def2-TZVPD.

LUMO (alpha / beta) in eV: -4.16 / -4.50
Frontier orbital gap (alpha / beta) in eV: 6.7 / 6.6
HOMO energy (alpha / beta) in eV: -10.900 / -11.084
Electronic energy in Ha: -1228.83653
Energy above the lowest of the compared OMol25 structures with the same formula, charge and spin in eV: 2.211
Expectation value of S²: 2.024
F_max in eV/A: 5.45

ORCA input file:
```
! RIJCOSX wB97M-V def2-TZVPD def2/J DEFGRID3
* xyz 1 3
O -0.985 1.243 -2.926
C -0.588 0.154 -3.814
C 0.548 1.000 -4.400
H -1.390 -0.139 -4.469
H -0.244 -0.685 -3.202
C 0.220 1.996 -3.179
H 0.239 1.500 -5.326
H 1.517 0.504 -4.521
C -0.120 3.418 -3.581
H -1.030 3.501 -4.189
H 0.731 3.848 -4.133
H -0.261 4.010 -2.670
C 1.148 1.944 -1.969
H 1.397 0.915 -1.668
H 0.582 2.426 -1.141
H 2.056 2.538 -2.085
W 1.300 -0.506 1.287
C 3.739 -1.444 0.861
C 3.161 -2.718 1.077
C 1.982 -2.823 0.290
H 3.612 -3.524 1.648
C 1.839 -1.625 -0.500
C 2.963 -0.745 -0.133
H 3.275 0.132 -0.693
H 4.691 -1.097 1.273
H 1.316 -3.677 0.237
H 1.133 -1.438 -1.308
C 2.152 0.544 3.247
C 3.022 1.161 2.307
C 2.235 1.716 1.263
H 4.101 1.251 2.423
C 0.831 1.557 1.613
C 0.788 0.856 2.882
H -0.096 0.685 3.495
H 2.470 0.039 4.165
H 2.626 2.303 0.434
H -0.014 1.998 1.089
O -3.296 0.693 -2.590
C -3.741 1.476 -3.732
C -5.136 1.038 -4.203
H -3.019 1.357 -4.559
H -3.748 2.555 -3.498
C -5.498 -0.121 -3.234
H -5.085 0.719 -5.251
H -5.831 1.877 -4.096
C -4.367 -0.158 -2.205
H -5.555 -1.081 -3.768
H -6.464 0.079 -2.753
H -3.934 -1.156 -2.034
H -4.786 0.177 -1.234
C 0.407 -2.026 2.579
C 0.625 -2.027 4.056
C -0.444 -1.702 4.911
C -0.257 -1.640 6.287
C 0.996 -1.922 6.844
C 2.063 -2.268 6.003
C 1.876 -2.346 4.624
H 0.421 -3.040 2.170
H -0.553 -1.533 2.299
H -1.419 -1.480 4.467
H -1.096 -1.356 6.926
H 1.140 -1.861 7.919
H 3.048 -2.467 6.427
H 2.705 -2.611 3.962
*
```

Record 5
A molecular structure, C21H31F5OP2Pb at a distorted geometry. Source: OMol25; level of theory: wB97M-V/def2-TZVPD.

LUMO in eV: -2.08
Frontier orbital gap in eV: 3.5
HOMO energy in eV: -5.626
Electronic energy in Ha: -2268.54357
Energy above the lowest of the compared OMol25 structures with the same formula, charge and spin in eV: 1.820
F_max in eV/A: 2.59

ORCA input file:
```
! RIJCOSX wB97M-V def2-TZVPD def2/J DEFGRID3
* xyz 0 1
P 1.168 -2.327 0.106
P 0.823 1.528 0.853
C 1.347 -0.814 -1.068
C 1.706 0.519 -0.431
H 0.446 -0.724 -1.704
H 2.177 -1.162 -1.729
H 2.690 0.355 0.009
H 1.852 1.250 -1.229
C -0.395 2.504 -0.162
H -0.596 3.465 0.322
H -1.343 1.967 -0.311
H 0.069 2.743 -1.114
C 2.103 2.850 1.141
H 1.637 3.839 0.979
H 2.921 2.639 0.439
H 2.515 2.774 2.156
C -0.153 -3.460 -0.578
H -0.153 -4.358 0.065
H 0.036 -3.770 -1.613
H -1.184 -3.031 -0.506
C 2.794 -3.091 -0.095
H 3.568 -2.343 0.111
H 2.942 -3.563 -1.076
H 2.929 -3.873 0.670
Pb -1.659 -0.795 -0.150
C -0.172 0.881 -3.002
C -1.498 0.844 -2.703
C -2.395 0.297 -3.762
C -1.935 -1.092 -4.227
C -1.152 -1.864 -3.202
C 0.154 -2.093 -3.352
C 0.999 -1.161 -4.178
C 0.513 0.333 -4.208
C -0.739 -1.071 1.970
H 0.453 1.504 -2.376
H -1.965 1.564 -2.012
H -2.407 0.966 -4.639
H -3.422 0.287 -3.395
H -2.818 -1.708 -4.455
H -1.377 -0.997 -5.182
H -1.678 -2.247 -2.346
H 0.704 -3.001 -3.082
H 1.044 -1.470 -5.243
H 2.072 -1.202 -3.913
H 1.392 1.006 -4.397
H -0.207 0.428 -5.037
H -0.024 -0.269 2.286
H -0.201 -2.046 2.153
H -1.546 -1.117 2.741
F -0.666 1.871 8.571
C -0.818 1.760 7.234
C -0.020 2.543 6.381
F 1.115 3.080 6.891
C -0.260 2.554 5.020
F 0.280 3.462 4.178
C -1.142 1.545 4.465
O -1.215 1.348 3.235
C -2.035 0.852 5.372
F -2.953 0.025 4.833
C -1.847 0.960 6.728
F -2.473 0.104 7.570
*
```

Question: Among the records above, which one has the lowest energy above the lowest of the compared OMol25 structures with the same formula, charge and spin?
Answer: C38H32NO2P2PdSSe

Question: The lowest electronic energy belongs to which entry?
Answer: C38H32NO2P2PdSSe